The following is a DFT calculation (ωB97M-V with the def2-TZVPD basis set) of a structure of composition C32H42N3OPRhSSb.

Summary:
maximum force: 0.0064 Eh/bohr
charge: +4
LUMO energy (alpha / beta): -0.4166 / -0.5394 Ha
multiplicity: 5
E: -2572.827451 Ha

XYZ file:
```
82
Properties=species:S:1:pos:R:3:forces:R:3
Rh -0.515 0.662 0.277 0.0359 -0.1335 -0.0969
N -1.905 2.282 -0.299 0.0289 0.0282 0.0690
C -2.841 1.862 -1.343 -0.0409 0.0304 0.0317
C -4.063 2.488 -1.501 0.0186 -0.0184 -0.0399
C -4.910 2.080 -2.526 -0.0049 0.0079 0.0097
C -4.530 1.064 -3.393 -0.0137 0.0030 -0.0064
C -3.304 0.438 -3.231 0.0144 -0.0114 0.0026
C -2.454 0.829 -2.193 -0.0248 -0.0010 -0.0098
P -0.837 0.107 -1.876 -0.0426 -0.0729 -0.0299
C -1.064 -1.594 -2.523 -0.0318 -0.0004 0.0228
C -2.145 -2.401 -2.011 0.0356 0.1136 0.0456
C -2.449 -3.664 -2.541 -0.0288 -0.0891 -0.0281
C -1.692 -4.147 -3.574 0.0175 0.0025 -0.0233
C -0.621 -3.354 -4.095 -0.0518 -0.0929 -0.0123
C -0.315 -2.079 -3.555 0.0563 0.0881 -0.0079
C 0.411 0.895 -2.880 0.0272 0.0176 -0.0283
C 0.083 1.386 -4.149 0.0030 0.0120 0.0029
C 1.063 1.981 -4.926 0.0083 0.0023 0.0013
C 2.362 2.098 -4.442 0.0052 -0.0014 0.0127
C 2.688 1.626 -3.175 -0.0016 0.0082 -0.0265
C 1.716 1.024 -2.393 -0.0043 0.0201 0.0466
H -2.432 2.584 0.519 -0.0129 0.0138 -0.0321
H -1.401 3.108 -0.622 -0.0065 -0.0174 0.0107
H -4.362 3.294 -0.841 0.0006 0.0060 0.0074
H -5.869 2.565 -2.649 -0.0021 0.0017 -0.0026
H -5.191 0.762 -4.194 -0.0017 -0.0023 -0.0010
H -3.014 -0.346 -3.921 0.0081 0.0014 0.0010
H -2.744 -2.011 -1.195 -0.0126 -0.0215 0.0045
H -3.273 -4.238 -2.137 -0.0058 0.0070 0.0133
H -1.891 -5.116 -4.016 -0.0092 -0.0077 0.0079
H -0.049 -3.735 -4.933 0.0205 0.0187 -0.0018
H 0.487 -1.497 -3.992 0.0072 -0.0129 -0.0022
H -0.930 1.317 -4.529 -0.0083 -0.0030 0.0061
H 0.815 2.361 -5.908 -0.0002 -0.0012 -0.0021
H 3.122 2.565 -5.053 -0.0006 -0.0001 -0.0004
H 3.699 1.727 -2.804 0.0039 0.0032 0.0018
H 1.976 0.655 -1.405 -0.0180 -0.0107 -0.0372
O -0.578 1.205 2.639 0.1879 0.2056 -0.1731
N 0.191 2.048 2.164 -0.1349 -0.1032 0.2575
S 1.538 2.840 2.954 -0.0584 -0.0741 -0.0367
C 0.767 4.072 3.975 0.0732 0.0813 0.0233
N 0.507 3.760 5.274 -0.0503 0.0673 -0.0641
C 0.057 4.653 6.162 0.0867 -0.0521 -0.0125
C -0.147 5.967 5.771 -0.0001 0.0289 -0.0244
C 0.126 6.327 4.465 -0.1162 0.0112 -0.0035
C 0.586 5.367 3.553 -0.0110 -0.0276 0.0248
H 0.696 2.816 5.593 -0.0101 -0.0663 0.0216
H -0.107 4.296 7.170 -0.0105 0.0032 0.0026
H -0.500 6.687 6.497 0.0044 0.0002 -0.0015
H -0.018 7.350 4.140 0.0364 0.0094 0.0165
H 0.817 5.637 2.532 0.0272 -0.0034 0.0208
C 2.311 -2.552 -1.371 -0.0063 0.0615 -0.0135
C 1.311 -3.055 -0.333 -0.0360 0.0406 -0.0586
C 1.824 -4.316 0.357 -0.0132 -0.0286 0.0204
Sb 0.822 -1.468 1.044 0.0581 -0.0359 0.0621
C -0.581 -2.129 2.540 -0.0298 0.0448 0.0237
C -0.357 -3.533 3.090 0.0004 -0.0044 0.0266
C -1.995 -1.960 1.987 -0.0004 -0.0153 -0.0245
C 2.606 -0.788 2.044 -0.0385 0.0120 -0.0383
C 3.480 -1.935 2.542 0.0057 -0.0215 0.0079
C 3.380 0.171 1.143 0.0027 0.0336 0.0144
H 2.493 -3.330 -2.115 -0.0080 -0.0193 0.0032
H 3.276 -2.334 -0.909 -0.0065 -0.0037 -0.0242
H 1.979 -1.653 -1.897 0.0212 -0.0273 0.0319
H 0.346 -3.263 -0.808 0.0277 -0.0618 -0.0199
H 2.773 -4.140 0.862 -0.0234 -0.0145 0.0045
H 2.008 -5.075 -0.407 0.0038 -0.0040 0.0083
H 1.124 -4.739 1.074 -0.0048 0.0301 0.0024
H -0.416 -1.399 3.338 -0.0034 -0.0029 -0.0092
H -0.604 -4.297 2.353 0.0255 -0.0049 -0.0124
H -1.022 -3.689 3.942 0.0060 0.0012 -0.0017
H 0.661 -3.698 3.441 -0.0058 -0.0066 -0.0214
H -2.189 -2.681 1.189 -0.0068 0.0134 -0.0120
H -2.193 -0.949 1.598 0.0133 -0.0037 0.0138
H -2.735 -2.147 2.768 0.0015 0.0044 0.0086
H 2.188 -0.250 2.902 0.0469 0.0040 -0.0099
H 3.950 -2.466 1.712 -0.0181 0.0080 0.0269
H 2.934 -2.652 3.155 0.0066 -0.0113 -0.0111
H 4.286 -1.529 3.155 -0.0014 0.0046 0.0031
H 3.790 -0.345 0.272 -0.0090 0.0220 0.0141
H 4.228 0.592 1.687 -0.0062 -0.0032 0.0113
H 2.767 1.004 0.783 0.0058 0.0197 0.0133
```
Forces are in eV/Å.